DFT (ωB97M-V/def2-TZVPD) results for a cluster of 3 separate species, C37H36BO6 in total at a distorted geometry.

Geometry (Å):
C  -1.84536  2.76580  0.69122
C  -1.19907  4.24703  0.40605
C  -2.11164  5.22851  -0.54260
O  -2.87586  6.25489  -0.08236
O  -2.05345  5.00349  -2.00619
C  -3.26796  4.34285  -2.50762
C  -3.07391  3.66700  -4.02537
B  -2.61298  2.09004  -3.96873
C  -0.99419  1.82675  -4.07193
C  -0.05061  3.11264  -3.69444
C  -0.54085  1.13646  -5.52656
C  0.88475  0.30843  -5.24450
H  -2.76814  2.55556  -0.00729
H  -1.08296  1.87140  0.50770
H  -2.25883  2.73887  1.81046
H  -0.96595  4.72822  1.45752
H  -0.16110  4.07545  -0.13819
H  -4.15493  5.13809  -2.58578
H  -3.68866  3.49954  -1.77522
H  -2.43526  4.35029  -4.72930
H  -4.17553  3.67159  -4.48588
H  -3.06457  1.59670  -2.98377
H  -3.13068  1.53792  -4.89163
H  -0.74389  0.98591  -3.26203
H  0.02263  3.19188  -2.52564
H  -0.32667  4.11292  -4.23472
H  1.04922  2.83662  -4.06833
H  -1.37522  0.42092  -5.94717
H  -0.27205  2.03090  -6.23153
H  1.74685  0.88415  -5.83491
H  0.83733  -0.81150  -5.58038
H  1.18750  0.41378  -4.09548
C  3.68605  -3.59167  1.95182
C  4.72048  -3.21137  2.80642
C  5.20843  -1.90404  2.77357
C  4.66834  -0.97659  1.87435
C  3.65097  -1.36362  1.00298
C  3.15050  -2.67131  1.04971
C  3.10792  -0.40770  0.01637
O  2.21176  -0.74586  -0.74703
C  3.66616  0.95793  -0.04276
C  3.20088  1.85652  -1.01173
C  3.71396  3.15425  -1.06603
C  4.68357  3.56032  -0.14960
C  5.15292  2.66553  0.81315
C  4.64989  1.35859  0.86009
C  5.17848  0.40886  1.85906
O  6.03398  0.76353  2.66188
H  3.29946  -4.60796  1.98375
H  5.14650  -3.93225  3.50070
H  6.01260  -1.61285  3.44731
H  2.34697  -2.97685  0.38185
H  2.44172  1.54843  -1.72892
H  3.35503  3.84874  -1.82256
H  5.07819  4.57338  -0.18704
H  5.91355  2.98816  1.52220
C  -3.98500  -6.52696  4.69844
C  -2.92344  -6.25451  5.56091
C  -2.02724  -5.22691  5.26236
C  -2.18590  -4.47670  4.09083
C  -3.23287  -4.76529  3.21636
C  -4.14162  -5.78542  3.52657
C  -3.38083  -4.01335  1.95352
O  -4.30232  -4.26386  1.18651
C  -2.39781  -2.96191  1.62455
C  -2.49241  -2.28081  0.40389
C  -1.57475  -1.27576  0.09070
C  -0.56850  -0.94234  0.99689
C  -0.46851  -1.62302  2.21118
C  -1.37943  -2.64161  2.52105
C  -1.24361  -3.37997  3.79217
O  -0.35672  -3.09070  4.58712
H  -4.68883  -7.32174  4.93565
H  -2.79404  -6.84086  6.46790
H  -1.20389  -5.01647  5.94296
H  -4.96941  -6.00740  2.85536
H  -3.27699  -2.53284  -0.30781
H  -1.64688  -0.75176  -0.85993
H  0.14207  -0.15453  0.75632
H  0.32267  -1.36058  2.91157

Forces on atoms 1 to 2 (eV/Å):
-0.94 -0.34 0.08
0.80 -0.15 -0.23

Energy = -51911.3088 eV
E_LUMO = 0.5 eV
HOMO = -5.00 eV
Charge = -1



DFT (ωB97M-V/def2-TZVPD) results for a structure of composition C37H36Br2N5O2V at a distorted geometry.

Geometry (Å):
V  0.27183  0.23709  0.01608
C  3.58038  0.43550  1.19657
C  2.61038  1.27951  1.95250
C  3.08485  2.17689  2.90965
C  2.20039  2.96016  3.61801
C  0.84100  2.78865  3.40222
C  0.43294  1.87102  2.45236
N  1.30463  1.16272  1.70040
C  -0.99138  1.45417  2.31697
C  -2.01606  1.88864  3.14541
C  -3.26522  1.30293  3.01984
C  -3.47242  0.31146  2.07732
C  -2.41329  -0.05379  1.25690
N  -1.21536  0.51466  1.39403
C  -2.52699  -0.99456  0.11742
C  -3.63975  -1.79650  -0.05879
C  -3.72229  -2.55971  -1.21418
C  -2.72463  -2.43887  -2.15614
C  -1.62264  -1.62053  -1.90884
C  -0.58363  -1.42023  -2.96286
N  -1.49841  -0.96138  -0.75402
H  3.92628  0.95961  0.30610
H  3.13590  -0.50807  0.88371
H  4.44880  0.23680  1.82045
H  4.14882  2.24217  3.07993
H  2.55429  3.67125  4.35061
H  0.11855  3.34991  3.97136
H  -1.84447  2.65232  3.88568
H  -4.07623  1.62117  3.65677
H  -4.44326  -0.14071  1.95987
H  -4.42591  -1.82819  0.67690
H  -4.56739  -3.21076  -1.38503
H  -2.77932  -2.96730  -3.09601
H  -1.04902  -1.48969  -3.94493
H  0.19379  -2.18232  -2.90942
H  -0.12638  -0.43456  -2.85994
Br  -1.16299  -2.04781  4.05518
C  0.53136  -2.89178  4.41861
Br  2.02970  -1.96625  3.64276
H  0.50330  -3.89779  4.00455
H  0.66542  -2.89394  5.49453
O  1.59542  -7.58351  0.77796
C  1.13103  -6.50676  1.43906
O  0.63242  -6.62014  2.52507
C  1.23339  -5.18148  0.74820
C  0.37479  -4.18038  1.19743
C  0.45708  -2.90932  0.66594
C  1.39477  -2.60680  -0.31975
C  2.25922  -3.60655  -0.76396
C  2.16824  -4.88539  -0.23496
N  1.47423  -1.24569  -0.74861
C  2.34406  -0.92313  -1.68065
C  2.50041  0.46180  -1.90618
C  3.44171  1.01780  -2.80063
C  3.61682  2.37084  -2.81774
C  2.83754  3.15707  -1.94720
C  1.90977  2.56141  -1.13888
N  1.72144  1.21963  -1.10029
H  1.85452  -7.34835  -0.12198
H  -0.34422  -4.40608  1.97325
H  -0.19968  -2.15079  1.06470
H  3.03442  -3.40218  -1.48585
H  2.88339  -5.62622  -0.57036
H  2.92644  -1.65452  -2.23084
H  4.01530  0.36411  -3.43884
H  4.33393  2.82942  -3.48190
H  2.94031  4.23041  -1.92836
H  1.24865  3.13762  -0.50358
C  -1.40006  4.65961  -2.67290
C  -2.29566  3.50566  -2.21240
C  -2.96038  2.85485  -3.43028
C  -3.37696  4.04083  -1.26789
C  -1.48453  2.49753  -1.51404
C  -0.82490  1.65805  -0.93966
H  -1.99210  5.42004  -3.18039
H  -0.63417  4.30351  -3.36136
H  -0.90333  5.12593  -1.82212
H  -3.59915  3.57501  -3.93957
H  -3.57381  2.00766  -3.12668
H  -2.21174  2.50002  -4.13753
H  -3.98517  4.78750  -1.77602
H  -2.92889  4.50400  -0.38890
H  -4.03010  3.23513  -0.93385

Forces on atoms 1 to 2 (eV/Å):
-0.06 0.52 -1.97
0.06 -0.12 0.00

Energy = -216267.0556 eV
E_LUMO (alpha / beta) = -3.3 / -3.4 eV
Relative energy (zero: lowest compared OMol25 entry of this formula, charge and spin) = 22.6 kJ/mol
HOMO (alpha / beta) = -9.13 / -9.26 eV
Multiplicity = 2
Charge = +1



Let's list molar mass in order: 587.50, 793.48 g/mol.